A 10-piece molecular cluster, C4H28N2O10 overall at a distorted geometry, computed with ωB97M-V/def2-TZVPD.

- <S²>: 0.76
- Total charge: +1
- E_HOMO (alpha / beta): -13.49 / -13.49 eV
- Lowest unoccupied orbital energy (alpha / beta): -3.22 / -7.60 eV
- Orbital gap (alpha / beta): 10.26 / 5.89 eV
- Energy above the lowest of the compared OMol25 structures with the same formula, charge and spin: 74.4 kJ/mol
- Multiplicity: 2
- Maximum force: 0.1051 Eh/bohr

Each line ends with the Mulliken spin population.
Element x y z (Å)
C 0.02 -0.53 3.13  -0.008
N 0.31 -0.40 1.67  0.713
C 1.78 1.66 1.96  0.038
C 0.85 0.80 1.15  -0.020
C -0.41 1.64 0.74  0.084
N -0.84 1.48 -0.53  0.030
O -1.11 2.17 1.51  0.115
H 0.98 -0.28 3.61  0.041
H -0.72 0.26 3.49  0.037
H -0.30 -1.59 3.48  0.000
H 0.50 -1.25 1.09  -0.047
H 2.70 1.07 1.98  0.004
H 1.34 1.91 3.00  0.001
H 1.84 2.68 1.81  0.000
H 1.57 0.53 0.23  0.008
H -1.75 1.90 -0.69  0.005
H -0.35 1.22 -1.33  -0.004
H 2.73 -0.97 -0.29  0.000
H 3.67 -0.50 -1.40  0.000
O 3.31 -0.27 -0.62  0.001
H 1.10 -1.77 -1.29  0.000
H 0.99 -2.91 -0.23  0.000
O 1.43 -2.10 -0.47  -0.001
H -0.55 -1.04 -2.44  0.000
H 0.68 -0.77 -3.32  0.000
O 0.39 -0.85 -2.42  0.000
H -2.29 -2.62 -2.83  0.000
H -1.27 -2.65 -4.02  0.000
O -1.67 -2.12 -3.30  0.000
H 2.31 1.14 -1.40  0.000
H 2.73 2.58 -1.15  0.000
O 2.33 2.11 -1.85  0.000
H 0.35 3.25 -3.54  0.000
H 0.79 2.29 -2.36  0.000
O 0.04 2.52 -3.08  0.000
H -3.11 -2.55 -0.47  0.000
H -1.87 -3.44 -0.47  0.000
O -2.82 -3.43 -0.73  0.000
H -2.24 1.08 3.16  0.000
H -3.54 1.70 2.97  0.000
O -3.14 1.01 3.55  0.001
H -1.91 -0.36 0.27  -0.001
H -2.32 -1.51 1.13  0.000
O -2.54 -1.10 0.27  0.006